[1]
A structure of composition C48H40BrCoN3O5P2S2 at a distorted geometry, computed with wB97M-V/def2-TZVPD.

Positions of all 102 atoms, in Å:
Co 0.35 0.71 0.14
C -0.07 -3.22 2.05
C 0.50 -2.24 1.03
N -0.12 -1.05 0.91
N -1.34 -1.03 1.57
C -1.86 0.11 1.88
S -1.18 1.66 1.63
S -3.40 -0.02 2.79
C -2.76 -0.93 4.27
C -1.83 -0.09 5.09
C -0.48 0.03 4.75
C 0.35 0.87 5.47
C -0.14 1.60 6.54
C -1.48 1.48 6.90
C -2.31 0.65 6.17
C 1.63 -2.70 0.30
C 1.74 -4.12 0.10
C 2.57 -4.77 -0.77
C 3.69 -4.22 -1.50
C 4.35 -3.10 -1.17
C 2.69 -1.86 -0.18
O 3.48 0.36 -0.60
H -0.35 -2.67 2.94
H 0.67 -3.96 2.32
H -0.98 -3.71 1.67
H -2.28 -1.82 3.88
H -3.65 -1.20 4.84
H -0.07 -0.54 3.93
H 1.39 0.97 5.17
H 0.51 2.27 7.09
H -1.87 2.04 7.74
H -3.36 0.56 6.44
H 0.98 -4.74 0.55
H 2.36 -5.82 -0.96
H 4.06 -4.79 -2.35
H 5.19 -2.72 -1.75
O 4.02 -2.36 -0.07
C 2.49 -0.60 -0.67
O 1.33 -0.28 -1.15
C 3.29 1.29 0.48
O 4.17 2.14 0.55
O 2.26 1.12 1.17
C -3.75 -0.24 -1.72
P -1.90 0.10 -1.41
C -1.70 1.28 -2.81
C -1.65 2.63 -2.48
C -1.48 3.59 -3.46
C -1.35 3.22 -4.79
C -1.45 1.88 -5.14
C -1.63 0.91 -4.15
C -1.31 -1.51 -2.07
C -1.81 -2.66 -1.46
C -1.35 -3.92 -1.81
C -0.35 -4.05 -2.77
C 0.18 -2.91 -3.35
C -0.28 -1.65 -3.00
P -4.91 1.00 -0.97
C -6.52 0.25 -1.44
C -6.70 -0.99 -2.05
C -7.98 -1.44 -2.38
C -9.09 -0.66 -2.10
C -8.93 0.58 -1.49
C -7.66 1.02 -1.17
C -5.06 2.40 -2.17
C -5.17 3.67 -1.62
C -5.46 4.77 -2.41
C -5.64 4.61 -3.78
C -5.55 3.34 -4.33
C -5.28 2.24 -3.53
H -3.97 -1.15 -1.17
H -3.92 -0.41 -2.79
H -1.75 2.91 -1.44
H -1.43 4.64 -3.19
H -1.19 3.97 -5.55
H -1.38 1.58 -6.18
H -1.71 -0.13 -4.44
H -2.54 -2.57 -0.66
H -1.75 -4.80 -1.33
H 0.02 -5.03 -3.05
H 0.99 -3.00 -4.07
H 0.18 -0.78 -3.43
H -5.85 -1.62 -2.27
H -8.10 -2.41 -2.85
H -10.09 -1.02 -2.36
H -9.79 1.19 -1.28
H -7.52 1.98 -0.69
H -5.02 3.79 -0.55
H -5.53 5.76 -1.97
H -5.86 5.47 -4.40
H -5.69 3.21 -5.40
H -5.24 1.25 -3.98
Br 3.44 6.04 -2.18
C 2.44 4.55 -1.57
C 1.82 4.58 -0.34
C 1.04 3.50 0.03
N 0.85 2.43 -0.75
C 1.49 2.41 -1.92
C 2.29 3.43 -2.38
H 1.93 5.42 0.32
H 0.54 3.49 0.99
H 1.34 1.53 -2.53
H 2.78 3.36 -3.34

Summary:
* E_tot: -213051.2793 eV
* multiplicity: 2
* HOMO-LUMO gap (spin up / spin down): 3.78 / 3.76 eV
* molecular weight: 1003.8 g/mol
* charge: -2
* E_LUMO (spin up / spin down): 3.7 / 3.7 eV

[2]
A structure of composition C48H40BrF9LiN2O2P, computed with wB97M-V/def2-TZVPD.

Positions of all 104 atoms, in Å:
Li -1.15 -0.49 -1.02
C -3.45 -0.81 2.34
C -4.31 -0.21 1.26
C -5.39 0.62 1.56
C -6.17 1.15 0.54
C -5.89 0.85 -0.78
C -4.82 0.02 -1.12
C -4.50 -0.22 -2.57
C -4.06 -0.51 -0.08
N -2.91 -1.29 -0.35
C -2.95 -2.48 -0.79
C -4.19 -3.27 -1.04
C -1.59 -3.15 -1.02
C -1.58 -4.55 -1.55
N -0.57 -2.45 -0.74
C 0.75 -2.99 -0.81
C 1.17 -3.89 0.16
C 0.27 -4.38 1.27
C 2.50 -4.33 0.11
C 3.36 -3.86 -0.86
C 2.91 -2.95 -1.81
C 1.60 -2.50 -1.80
C 1.10 -1.52 -2.83
H -3.65 -0.34 3.30
H -2.39 -0.69 2.11
H -3.63 -1.88 2.44
H -5.60 0.86 2.59
H -7.00 1.80 0.78
H -6.49 1.28 -1.57
H -4.63 0.69 -3.14
H -5.16 -0.98 -3.00
H -3.46 -0.53 -2.73
H -5.07 -2.73 -0.70
H -4.14 -4.23 -0.53
H -4.30 -3.48 -2.11
H -2.19 -4.60 -2.45
H -2.02 -5.24 -0.83
H -0.57 -4.87 -1.77
H -0.53 -3.68 1.48
H 0.84 -4.52 2.18
H -0.18 -5.34 1.02
H 2.85 -5.03 0.86
H 4.39 -4.20 -0.88
H 3.59 -2.58 -2.57
H 1.86 -1.32 -3.58
H 0.83 -0.57 -2.36
H 0.21 -1.87 -3.35
F 6.90 2.45 -2.27
C 6.69 2.40 -0.95
F 6.96 3.62 -0.47
F 7.62 1.58 -0.44
C 5.30 1.95 -0.60
C 4.97 1.80 0.74
C 3.70 1.40 1.10
C 2.74 1.14 0.11
C 3.08 1.29 -1.23
C 4.36 1.70 -1.59
P 1.03 0.60 0.47
C 0.20 2.12 1.07
C 0.85 3.26 1.50
C 0.13 4.38 1.91
C -1.25 4.34 1.90
C -1.93 3.20 1.47
C -1.20 2.11 1.04
C -2.06 5.54 2.32
F -1.30 6.52 2.84
F -2.98 5.22 3.25
F -2.73 6.07 1.29
C 1.25 -0.37 2.01
C 0.45 -0.19 3.13
C 0.57 -1.04 4.22
C 1.49 -2.07 4.20
C 2.31 -2.25 3.09
C 2.18 -1.41 2.00
C 1.58 -2.99 5.38
F 1.85 -2.32 6.52
F 2.52 -3.93 5.24
F 0.41 -3.63 5.59
H 5.71 1.99 1.50
H 3.45 1.26 2.14
H 2.35 1.11 -2.00
H 4.61 1.83 -2.63
H 1.93 3.31 1.51
H 0.65 5.27 2.24
H -3.01 3.18 1.44
H -1.74 1.25 0.66
H -0.27 0.62 3.17
H -0.07 -0.90 5.09
H 3.03 -3.06 3.07
H 2.80 -1.57 1.13
Br 3.47 3.17 -5.49
C 2.08 3.26 -4.20
C 2.09 4.29 -3.27
C 1.10 4.32 -2.30
C 0.13 3.32 -2.25
C 0.13 2.31 -3.20
C 1.10 2.28 -4.19
C -0.87 1.16 -3.12
O -1.15 0.54 -4.14
O -1.31 0.94 -1.95
H 2.86 5.04 -3.30
H 1.09 5.12 -1.57
H -0.63 3.32 -1.48
H 1.08 1.49 -4.93

Summary:
* E_tot: -161500.4164 eV
* multiplicity: 1
* HOMO-LUMO gap: 8.09 eV
* molecular weight: 965.7 g/mol
* E_LUMO: -0.7 eV

[3]
A cluster of 8 separate species, C48H40F8 in total at a distorted geometry, computed with wB97M-V/def2-TZVPD.

Positions of all 96 atoms, in Å:
F 9.33 0.88 -1.12
C 9.49 1.29 -2.37
C 10.62 2.02 -2.75
C 10.68 2.58 -4.06
C 9.69 2.23 -4.94
C 8.63 1.41 -4.62
C 8.50 0.95 -3.31
H 11.36 2.35 -2.04
H 11.51 3.19 -4.36
H 9.65 2.57 -5.97
H 7.84 1.06 -5.27
H 7.77 0.23 -2.95
F -4.10 5.40 1.78
C -4.39 6.22 2.81
C -5.07 5.67 3.92
C -5.51 6.62 4.92
C -5.22 7.98 4.82
C -4.49 8.42 3.70
C -4.02 7.54 2.71
H -5.21 4.61 4.09
H -6.08 6.30 5.78
H -5.54 8.68 5.58
H -4.24 9.47 3.66
H -3.50 7.95 1.86
F -2.56 -8.90 2.35
C -1.50 -9.72 2.65
C -1.64 -10.65 3.68
C -0.66 -11.62 3.93
C 0.54 -11.58 3.23
C 0.74 -10.61 2.21
C -0.32 -9.75 1.84
H -2.60 -10.68 4.18
H -0.78 -12.38 4.69
H 1.35 -12.25 3.49
H 1.70 -10.73 1.74
H -0.21 -9.01 1.07
F 5.97 9.69 -0.97
C 5.54 8.81 -0.06
C 4.54 9.15 0.90
C 3.97 8.13 1.70
C 4.57 6.88 1.58
C 5.53 6.59 0.65
C 6.02 7.53 -0.18
H 4.29 10.20 0.96
H 3.16 8.30 2.39
H 4.14 6.16 2.26
H 5.78 5.54 0.53
H 6.76 7.38 -0.95
F -5.25 -3.86 7.18
C -4.33 -4.41 7.95
C -3.14 -3.68 8.20
C -2.09 -4.24 8.99
C -2.22 -5.54 9.45
C -3.41 -6.25 9.22
C -4.40 -5.69 8.39
H -2.85 -2.78 7.69
H -1.15 -3.73 9.11
H -1.36 -5.89 9.99
H -3.61 -7.17 9.74
H -5.28 -6.29 8.20
F -5.62 -3.26 -8.45
C -5.27 -4.44 -7.97
C -5.50 -4.72 -6.62
C -5.16 -5.96 -6.09
C -4.75 -7.01 -6.89
C -4.52 -6.70 -8.25
C -4.79 -5.44 -8.81
H -5.71 -3.89 -5.96
H -5.26 -6.13 -5.02
H -4.63 -8.01 -6.52
H -4.21 -7.49 -8.92
H -4.56 -5.30 -9.85
F -1.47 4.88 -7.97
C -0.86 5.28 -6.83
C -0.35 6.62 -6.85
C 0.30 7.12 -5.68
C 0.54 6.33 -4.55
C 0.05 4.98 -4.55
C -0.65 4.45 -5.71
H -0.46 7.34 -7.65
H 0.68 8.12 -5.58
H 1.03 6.71 -3.67
H 0.28 4.42 -3.66
H -1.13 3.49 -5.64
F -3.29 -2.46 0.51
C -2.19 -1.69 0.47
C -1.85 -0.89 1.58
C -0.59 -0.25 1.72
C 0.34 -0.43 0.72
C 0.04 -1.30 -0.36
C -1.22 -1.95 -0.47
H -2.55 -0.84 2.41
H -0.30 0.24 2.64
H 1.36 -0.09 0.82
H 0.82 -1.49 -1.09
H -1.49 -2.78 -1.10

Summary:
* E_tot: -72161.1752 eV
* multiplicity: 1
* energy relative to the best compared isomer or geometry (same formula, charge and spin): 310.67 kJ/mol
* HOMO-LUMO gap: 9.73 eV
* molecular weight: 768.8 g/mol
* E_LUMO: 0.5 eV

[4]
A structure of composition C48H40N2O3P2W at a distorted geometry, computed with wB97M-V/def2-TZVPD.

Positions of all 96 atoms, in Å:
W -0.73 -0.59 -0.05
C -2.48 -4.07 1.61
C -1.92 -3.31 0.47
O -1.52 -2.07 0.73
C -1.81 -3.77 -0.79
C -1.40 -2.98 -1.91
C -1.38 -3.61 -3.26
N -1.07 -1.71 -1.80
N -0.87 -1.05 -3.03
C -0.53 0.17 -2.81
O -0.44 0.58 -1.54
C -0.28 1.15 -3.87
C -0.02 2.46 -3.50
C 0.23 3.42 -4.48
C 0.22 3.05 -5.82
C -0.04 1.73 -6.18
C -0.29 0.78 -5.21
H -2.46 -3.48 2.52
H -1.89 -4.98 1.77
H -3.51 -4.36 1.39
H -2.12 -4.79 -0.98
H -1.52 -4.69 -3.19
H -0.44 -3.38 -3.77
H -2.17 -3.18 -3.88
H -0.02 2.74 -2.45
H 0.42 4.45 -4.19
H 0.41 3.80 -6.58
H -0.04 1.45 -7.23
H -0.49 -0.26 -5.48
O 1.43 1.64 1.56
C 2.73 1.25 1.41
C 3.79 2.10 1.71
C 5.08 1.62 1.59
C 5.33 0.32 1.17
C 4.27 -0.49 0.80
C 2.95 -0.02 0.91
P 1.67 -1.07 0.17
C 1.66 -2.59 1.14
C 1.90 -2.47 2.52
C 1.80 -3.57 3.35
C 1.46 -4.81 2.82
C 1.21 -4.94 1.46
C 1.28 -3.83 0.62
C 2.38 -1.33 -1.48
C 2.32 -0.24 -2.35
C 2.85 -0.33 -3.63
C 3.45 -1.51 -4.05
C 3.55 -2.58 -3.17
C 3.02 -2.50 -1.89
C 0.90 2.00 2.78
C 1.64 2.32 3.90
C 0.96 2.73 5.05
C -0.43 2.80 5.08
C -1.15 2.41 3.96
C -0.49 2.00 2.81
P -1.40 1.35 1.41
C -3.03 0.90 2.12
C -4.14 1.73 2.02
C -5.34 1.35 2.62
C -5.43 0.16 3.32
C -4.32 -0.66 3.45
C -3.12 -0.29 2.85
C -1.72 2.75 0.28
C -2.59 2.61 -0.81
C -2.83 3.67 -1.66
C -2.20 4.90 -1.43
C -1.34 5.04 -0.36
C -1.10 3.97 0.50
H 3.59 3.12 2.02
H 5.91 2.28 1.83
H 6.34 -0.05 1.11
H 4.46 -1.48 0.41
H 2.19 -1.51 2.93
H 1.98 -3.47 4.41
H 1.41 -5.68 3.46
H 0.95 -5.91 1.04
H 1.04 -3.94 -0.43
H 1.88 0.70 -2.03
H 2.80 0.53 -4.29
H 3.85 -1.59 -5.05
H 4.06 -3.49 -3.48
H 3.16 -3.33 -1.21
H 2.72 2.27 3.92
H 1.53 2.99 5.93
H -0.94 3.14 5.97
H -2.24 2.41 3.99
H -4.08 2.67 1.49
H -6.21 2.01 2.54
H -6.37 -0.13 3.79
H -4.38 -1.58 4.02
H -2.26 -0.92 2.98
H -3.09 1.68 -0.99
H -3.51 3.56 -2.49
H -2.39 5.73 -2.09
H -0.85 6.00 -0.19
H -0.42 4.10 1.34

Summary:
* E_tot: -79938.9267 eV
* multiplicity: 3
* energy relative to the best compared isomer or geometry (same formula, charge and spin): 105.19 kJ/mol
* HOMO-LUMO gap (spin up / spin down): 6.95 / 6.62 eV
* molecular weight: 938.6 g/mol
* charge: +2
* E_LUMO (spin up / spin down): -6.4 / -6.8 eV